[1]
Entry from the OMol25 dataset: a 4-piece molecular cluster, C16H31ClFN3O3P overall (ωB97M-V/def2-TZVPD).

Calculated values
- gap between HOMO and LUMO (eV) = 8.42
- E_LUMO (eV) = -3.3
- charge = +1

Geometry (Å):
C -0.86456 -1.43158 0.44199
C -1.73302 -0.84971 -0.73173
C -1.30840 0.58636 -0.94246
C -0.80805 1.14168 -2.05628
P -0.47396 0.45223 -3.72755
N 1.08085 0.39237 -3.92616
N -0.52197 2.49579 -1.76435
C -0.87027 2.68745 -0.50660
C -0.63538 4.07000 0.07948
C 0.81821 4.02936 0.65342
F 1.49224 5.20264 0.40773
N -1.36875 1.59214 0.04705
Cl -1.93003 1.52231 1.62659
H -1.35672 -1.30418 1.41204
H 0.05184 -0.81831 0.48675
H -0.53235 -2.46202 0.23887
H -2.80752 -0.95458 -0.55101
H -1.41718 -1.37605 -1.64133
H -1.02293 1.38097 -4.64971
H -1.10503 -0.80755 -3.88879
H 1.38507 -0.55693 -4.12364
H -0.10538 3.18911 -2.38214
H -0.70924 4.82772 -0.70805
H -1.37242 4.26574 0.86629
H 1.32846 3.19234 0.14944
H 0.77349 3.75993 1.71729
C -0.08319 -6.33627 0.74910
C -0.66524 -5.85938 -0.55668
O -0.54687 -4.70750 -0.91859
C -1.40028 -6.87350 -1.39403
H 0.41648 -5.50728 1.24735
H -0.87775 -6.70902 1.39728
H 0.64601 -7.12650 0.56540
H -2.25145 -7.26930 -0.83796
H -0.72765 -7.68690 -1.66970
H -1.76512 -6.39694 -2.30204
C 4.28957 3.17949 -4.26459
C 3.14810 3.71358 -3.44505
O 2.06986 3.97102 -3.94173
C 3.38000 3.92148 -1.97142
H 3.97459 3.08167 -5.30133
H 5.13654 3.86596 -4.21678
H 4.58567 2.19757 -3.89264
H 4.18424 4.63962 -1.80787
H 3.62944 2.96874 -1.49892
H 2.47176 4.30867 -1.51653
C -1.80349 -0.32949 4.64917
C -0.97928 -0.76730 5.83978
O 0.15088 -1.16842 5.70010
C -1.62888 -0.68056 7.19729
H -1.21044 -0.44609 3.74251
H -2.69942 -0.94714 4.56632
H -2.08337 0.72131 4.75735
H -2.51744 -1.31341 7.22764
H -1.90295 0.35313 7.41521
H -0.92730 -1.02449 7.95420

Forces on the atoms, in the same order (eV/Å):
C 0.3 0.5 -0.4
C 1.2 0.2 0.7
C -1.3 -1.4 0.5
C -0.3 0.8 -1.1
P 2.3 -0.1 -0.5
N -0.6 -0.4 0.1
N -0.7 -2.0 0.2
C 0.3 3.6 0.1
C 0.2 -0.9 0.7
C -0.5 -0.7 -0.2
F -0.4 -0.3 0.4
N 0.6 -0.1 -1.3
Cl 0.0 -0.2 -0.1
H 0.0 -0.4 -0.2
H -0.1 -0.3 0.1
H -0.5 0.3 0.2
H 0.2 0.0 -0.2
H -0.5 0.0 0.2
H -0.6 -0.2 0.6
H -0.6 0.6 0.3
H 0.3 0.2 0.1
H 0.1 -0.1 0.0
H 0.0 -0.2 0.1
H 0.2 0.2 -0.3
H 0.3 0.5 0.1
H 0.3 0.6 -0.1
C 0.1 0.3 0.0
C 0.0 0.0 0.0
O -0.1 0.1 0.0
C 0.0 0.3 -0.2
H 0.0 0.0 0.0
H 0.1 -0.2 0.0
H -0.1 -0.1 0.1
H 0.1 -0.2 0.0
H -0.1 -0.1 0.1
H 0.0 0.0 0.0
C -0.2 0.1 -0.2
C -0.2 0.0 -0.1
O -0.1 -0.1 0.2
C -0.2 -0.1 0.0
H 0.0 0.0 0.0
H 0.1 -0.1 0.1
H 0.1 0.1 0.1
H 0.1 -0.1 0.1
H 0.2 0.1 0.0
H 0.1 0.1 -0.1
C 0.1 0.0 -0.2
C 0.2 -0.1 0.1
O -0.1 0.0 -0.1
C 0.2 -0.1 0.0
H 0.0 0.0 0.1
H -0.1 0.2 0.1
H -0.2 -0.1 0.1
H -0.1 0.2 0.0
H -0.2 0.0 0.0
H 0.0 0.0 0.0

---

[2]
Entry from the OMol25 dataset: one molecule with the formula C7H11N (ωB97M-V/def2-TZVPD).

Calculated values
- gap between HOMO and LUMO (eV) = 8.01
- SMILES = CC=C=NC=C(C)C
- E_LUMO (eV) = 0.8
- charge = 0

Geometry (Å):
C -3.83855 0.73133 -0.32082
C -3.21537 -0.63116 0.08091
C -1.91317 -0.64162 0.29634
N -0.69466 -0.38580 0.38580
C 0.70668 -0.50755 0.38945
C 2.00875 0.02151 0.15656
C 3.05926 -1.00169 0.53268
C 2.12730 1.28583 -0.67372
H -3.24069 1.23761 -1.11476
H -3.97660 1.21811 0.56803
H -4.80134 0.63934 -0.96063
H -3.81266 -1.56838 0.13832
H 0.89069 -1.49352 1.06353
H 4.09038 -0.89316 0.11253
H 2.81889 -1.92162 0.16127
H 3.26167 -1.14593 1.60694
H 1.97668 2.14609 0.10125
H 1.48222 1.43110 -1.49495
H 3.07051 1.47950 -1.02871

Forces on the atoms, in the same order (eV/Å):
C -0.5 -2.3 -4.0
C -0.5 -0.5 -0.5
C 4.3 1.2 -0.5
N -2.0 0.2 -0.4
C 2.0 -3.2 2.8
C -5.0 -0.9 -1.2
C 2.5 2.0 0.8
C -0.5 1.2 4.0
H 0.2 0.0 1.2
H -0.6 2.0 1.7
H 1.1 -0.3 1.7
H 0.6 1.0 0.2
H -0.7 2.0 -1.7
H -0.8 0.8 0.1
H -1.0 -2.5 -0.9
H -0.4 0.4 -0.2
H 0.0 -1.1 -1.5
H -1.2 -0.3 -0.7
H 2.5 0.1 -0.8

---

What did the second record say?
Entry from the OMol25 dataset: one molecule with the formula C7H11N (ωB97M-V/def2-TZVPD).

Calculated values
- gap between HOMO and LUMO (eV) = 8.01
- SMILES = CC=C=NC=C(C)C
- E_LUMO (eV) = 0.8
- charge = 0

Geometry (Å):
C -3.83855 0.73133 -0.32082
C -3.21537 -0.63116 0.08091
C -1.91317 -0.64162 0.29634
N -0.69466 -0.38580 0.38580
C 0.70668 -0.50755 0.38945
C 2.00875 0.02151 0.15656
C 3.05926 -1.00169 0.53268
C 2.12730 1.28583 -0.67372
H -3.24069 1.23761 -1.11476
H -3.97660 1.21811 0.56803
H -4.80134 0.63934 -0.96063
H -3.81266 -1.56838 0.13832
H 0.89069 -1.49352 1.06353
H 4.09038 -0.89316 0.11253
H 2.81889 -1.92162 0.16127
H 3.26167 -1.14593 1.60694
H 1.97668 2.14609 0.10125
H 1.48222 1.43110 -1.49495
H 3.07051 1.47950 -1.02871

Forces on the atoms, in the same order (eV/Å):
C -0.5 -2.3 -4.0
C -0.5 -0.5 -0.5
C 4.3 1.2 -0.5
N -2.0 0.2 -0.4
C 2.0 -3.2 2.8
C -5.0 -0.9 -1.2
C 2.5 2.0 0.8
C -0.5 1.2 4.0
H 0.2 0.0 1.2
H -0.6 2.0 1.7
H 1.1 -0.3 1.7
H 0.6 1.0 0.2
H -0.7 2.0 -1.7
H -0.8 0.8 0.1
H -1.0 -2.5 -0.9
H -0.4 0.4 -0.2
H 0.0 -1.1 -1.5
H -1.2 -0.3 -0.7
H 2.5 0.1 -0.8